Arrangement A

Formula: C2H4NP
Source: the Open Molecules 2025 dataset
Level of theory: ωB97M-V with the def2-TZVPD basis set

Values from the calculation:
highest occupied orbital energy = -8.36 eV

```
! wB97M-V def2-TZVPD RIJCOSX def2/J DEFGRID3
* xyz 0 1
C 1.063 0.686 0.224
C -0.732 -0.721 0.086
N 2.019 0.041 -0.187
P -1.989 0.328 -0.098
H 0.558 1.532 0.370
H -0.646 -1.829 0.092
H 2.863 0.588 -0.472
H -3.135 -0.625 -0.016
*
```

---

Arrangement B

Formula: C2H4NP
Source: the Open Molecules 2025 dataset
Level of theory: ωB97M-V with the def2-TZVPD basis set

Values from the calculation:
highest occupied orbital energy (spin up / spin down) = -8.29 / -8.32 eV

```
! wB97M-V def2-TZVPD RIJCOSX def2/J DEFGRID3
* xyz 0 1
C -0.292 0.674 -0.080
C -1.545 0.086 -0.445
N 0.717 1.126 0.188
P 3.203 -0.971 0.178
H -1.875 0.352 -1.431
H -2.196 0.535 0.415
H -1.617 -0.915 -0.321
H 3.605 -0.888 1.495
*
```

---

Stability verdict: arrangement B, ahead by 0.0626 hartree

---

Arrangement A

Formula: C27H32EuFN5O8S4
Source: the Open Molecules 2025 dataset
Level of theory: ωB97M-V with the def2-TZVPD basis set

Values from the calculation:
highest occupied orbital energy (spin up / spin down) = -6.11 / -10.46 eV

```
! wB97M-V def2-TZVPD RIJCOSX def2/J DEFGRID3
* xyz 1 7
Eu -0.244 0.087 -0.014
C 0.604 3.262 2.201
C -0.810 2.771 2.251
N -1.325 1.939 1.395
C -2.658 1.685 1.664
C -3.146 2.322 2.748
S -1.924 3.287 3.449
C -3.355 0.727 0.795
C -4.534 0.116 1.035
S -4.830 -1.061 -0.164
C -3.356 -0.679 -0.922
N -2.698 0.283 -0.338
C -2.816 -1.448 -2.084
H 1.077 2.901 1.290
H 1.169 2.912 3.066
H 0.636 4.351 2.192
H -4.143 2.294 3.161
H -5.209 0.265 1.865
H -3.609 -1.845 -2.713
H -2.222 -2.284 -1.713
H -2.180 -0.805 -2.688
F 5.567 -2.106 -3.164
C 4.716 -1.210 -3.720
C 3.547 -0.913 -3.090
C 2.712 0.069 -3.621
C 1.450 0.375 -2.943
O 0.994 -0.401 -2.096
C 0.827 1.604 -3.344
C 1.229 2.198 -4.488
N 2.265 1.765 -5.261
C 2.543 2.422 -6.521
C 2.369 1.628 -7.782
C 1.390 2.705 -7.427
C 3.082 0.749 -4.786
C 4.261 0.381 -5.445
C 5.083 -0.600 -4.924
N 6.270 -0.962 -5.623
C 7.316 0.035 -5.734
C 8.120 -0.203 -6.995
N 8.674 -1.609 -6.945
C 7.574 -2.635 -6.781
C 6.800 -2.310 -5.519
C -0.216 2.290 -2.492
O -0.943 3.122 -3.011
O -0.164 1.929 -1.263
H 3.260 -1.410 -2.170
H 0.711 3.085 -4.830
H 3.344 3.149 -6.477
H 2.044 0.601 -7.669
H 3.060 1.801 -8.597
H 0.406 2.402 -7.095
H 1.414 3.631 -7.983
H 4.525 0.848 -6.388
H 7.994 0.010 -4.863
H 6.887 1.032 -5.779
H 8.957 0.484 -7.093
H 7.488 -0.150 -7.878
H 9.305 -1.681 -6.146
H 9.228 -1.806 -7.776
H 8.039 -3.617 -6.741
H 6.940 -2.558 -7.661
H 7.456 -2.439 -4.646
H 5.992 -3.029 -5.424
O -0.255 -3.007 2.439
S -0.684 -1.956 1.559
O -2.105 -1.850 1.319
O -0.228 -0.588 2.072
O 0.002 -2.027 0.198
C 4.024 0.663 2.217
S 2.326 0.123 2.161
C 2.657 -1.565 2.629
O 2.034 0.191 0.653
H 4.670 -0.107 1.797
H 4.296 0.879 3.252
H 4.078 1.573 1.619
H 3.043 -1.511 3.650
H 3.404 -1.973 1.949
H 1.742 -2.161 2.623
*
```

---

Arrangement B

Formula: C27H32EuFN5O8S4
Source: the Open Molecules 2025 dataset
Level of theory: ωB97M-V with the def2-TZVPD basis set

Values from the calculation:
highest occupied orbital energy (spin up / spin down) = -10.19 / -10.19 eV

```
! wB97M-V def2-TZVPD RIJCOSX def2/J DEFGRID3
* xyz 1 7
Eu 2.023 1.304 0.139
C 3.871 -1.789 1.599
C 4.780 -0.807 0.941
N 4.386 0.328 0.434
C 5.445 1.043 -0.082
C 6.655 0.429 0.041
S 6.453 -1.079 0.810
C 5.195 2.350 -0.715
C 6.111 3.112 -1.375
S 5.357 4.526 -1.957
C 3.871 4.025 -1.307
N 3.925 2.883 -0.674
C 2.623 4.819 -1.496
H 3.474 -1.359 2.522
H 4.410 -2.701 1.855
H 3.042 -2.034 0.936
H 7.615 0.784 -0.284
H 7.151 2.901 -1.546
H 2.841 5.775 -1.969
H 2.120 4.981 -0.543
H 1.934 4.267 -2.141
F -1.157 -4.002 1.323
C -1.634 -2.805 0.936
C -0.972 -1.663 1.330
C -1.472 -0.415 0.950
C -0.693 0.772 1.225
O 0.462 0.660 1.775
C -1.221 2.036 0.784
C -2.441 2.047 0.120
N -3.111 0.918 -0.225
C -4.242 1.019 -1.108
C -4.097 0.463 -2.498
C -4.145 1.945 -2.283
C -2.648 -0.349 0.183
C -3.284 -1.516 -0.224
C -2.762 -2.765 0.128
N -3.369 -3.943 -0.404
C -4.701 -4.306 0.034
C -5.456 -4.869 -1.183
N -4.419 -5.239 -2.216
C -3.322 -6.049 -1.587
C -2.550 -5.116 -0.632
C -0.449 3.334 0.774
O -1.060 4.380 0.903
O 0.814 3.206 0.586
H -0.057 -1.714 1.901
H -2.858 2.979 -0.226
H -5.202 0.931 -0.612
H -4.959 -0.025 -2.930
H -3.133 0.046 -2.754
H -5.036 2.490 -2.553
H -3.214 2.476 -2.418
H -4.143 -1.469 -0.877
H -5.221 -3.425 0.406
H -4.674 -5.046 0.846
H -6.113 -4.141 -1.657
H -6.017 -5.778 -0.969
H -3.999 -4.363 -2.542
H -4.840 -5.718 -3.010
H -2.703 -6.449 -2.387
H -3.819 -6.872 -1.075
H -1.609 -4.806 -1.085
H -2.321 -5.676 0.281
O 2.435 0.622 -2.076
S 1.188 -0.183 -1.822
O 0.748 -1.030 -2.887
O 0.200 0.878 -1.388
O 1.500 -0.894 -0.520
C 1.480 3.623 3.778
S 2.847 3.614 2.652
C 4.178 3.812 3.809
O 2.999 2.161 2.198
H 1.658 2.866 4.541
H 0.577 3.405 3.218
H 1.404 4.618 4.216
H 4.132 4.815 4.230
H 5.099 3.697 3.241
H 4.119 3.054 4.587
*
```

---

Stability verdict: arrangement B, ahead by 0.2232 hartree

---

Arrangement A

Formula: CH3ClN2O2
Source: the Open Molecules 2025 dataset
Level of theory: ωB97M-V with the def2-TZVPD basis set

Values from the calculation:
highest occupied orbital energy (spin up / spin down) = -10.28 / -8.35 eV

```
! wB97M-V def2-TZVPD RIJCOSX def2/J DEFGRID3
* xyz 0 1
C 0.927 0.615 -0.524
N -0.456 0.125 1.212
N -0.161 0.733 0.203
O -0.359 -0.899 -1.617
O -1.660 0.530 1.659
Cl 2.458 0.395 0.240
H 0.044 -2.137 -2.221
H 0.865 0.630 -1.507
H -1.658 0.008 2.555
*
```

---

Arrangement B

Formula: CH3ClN2O2
Source: the Open Molecules 2025 dataset
Level of theory: ωB97M-V with the def2-TZVPD basis set

Values from the calculation:
highest occupied orbital energy = -8.82 eV

```
! wB97M-V def2-TZVPD RIJCOSX def2/J DEFGRID3
* xyz 0 1
C -0.336 1.593 0.247
N 0.371 -2.008 0.819
N 0.040 0.542 -0.455
O 1.262 0.243 -0.744
O -0.939 -0.225 -0.899
Cl -0.601 -2.061 -0.349
H -1.403 1.570 0.562
H 0.315 2.489 0.404
H 1.290 -2.143 0.415
*
```

---

Stability verdict: arrangement B, ahead by 0.0105 hartree

---

Arrangement A

Formula: C4H8NO2
Source: the Open Molecules 2025 dataset
Level of theory: ωB97M-V with the def2-TZVPD basis set

Values from the calculation:
highest occupied orbital energy = -14.36 eV

```
! wB97M-V def2-TZVPD RIJCOSX def2/J DEFGRID3
* xyz 1 1
C -0.430 -1.541 -0.070
C 1.896 -1.185 -0.064
C 0.542 -0.639 0.149
C -0.314 1.683 -0.285
N 0.497 0.725 0.619
O 2.818 -0.451 0.059
O -1.682 -1.372 0.248
H -0.106 -2.490 -0.363
H 1.991 -2.132 -0.551
H -0.049 1.491 -1.263
H -1.429 1.456 -0.282
H -0.118 2.672 0.058
H 0.171 0.794 1.603
H 1.373 1.144 0.801
H -2.193 -2.286 0.091
*
```

---

Arrangement B

Formula: C4H8NO2
Source: the Open Molecules 2025 dataset
Level of theory: ωB97M-V with the def2-TZVPD basis set

Values from the calculation:
highest occupied orbital energy (spin up / spin down) = -13.40 / -12.66 eV

```
! wB97M-V def2-TZVPD RIJCOSX def2/J DEFGRID3
* xyz 1 1
C -1.632 -0.447 -0.293
C -3.144 -0.039 -0.163
C -0.613 0.344 -0.262
C 1.713 -0.901 -0.199
N 2.195 0.167 0.633
O -3.876 -0.288 0.759
O 0.024 1.488 -0.205
H -1.473 -1.537 -0.315
H -3.537 0.480 -1.037
H 2.348 -0.974 -1.062
H 1.619 -1.865 0.212
H 3.183 0.173 0.465
H 1.721 0.100 1.527
H 1.891 0.969 0.130
H -0.419 2.330 -0.190
*
```

---

Arrangement C

Formula: C4H8NO2
Source: the Open Molecules 2025 dataset
Level of theory: ωB97M-V with the def2-TZVPD basis set

Values from the calculation:
highest occupied orbital energy = -13.06 eV

```
! wB97M-V def2-TZVPD RIJCOSX def2/J DEFGRID3
* xyz 1 1
C 2.116 -0.170 -0.280
C 0.259 -1.266 0.471
C -0.069 0.115 -0.059
C -0.675 0.911 1.149
N -0.809 0.207 -1.392
O 2.833 0.710 -0.556
O 1.655 -1.360 0.105
H 0.220 -1.290 1.524
H -0.222 -2.109 -0.004
H -1.756 0.957 1.141
H -0.283 1.891 1.007
H -0.371 0.475 2.009
H -0.713 -0.581 -2.040
H -0.426 1.020 -1.960
H -1.759 0.490 -1.116
*
```

---

Stability verdict: arrangement A, ahead by 0.0720 hartree